No. 1
This record from OMol25 describes 2 unconnected molecules or ions with the total composition C3H11NOS2. The level of theory is ωB97M-V/def2-TZVPD.

Element x y z (Å)
N: -2.553 -0.150 -1.593
C: -1.976 -1.101 -0.636
C: -0.402 -1.181 -0.377
S: 0.364 0.318 -1.136
S: 1.463 0.701 0.579
C: 3.123 -0.140 0.403
H: -2.061 -0.261 -2.494
H: -2.274 0.793 -1.424
H: -2.309 -2.195 -0.971
H: -2.518 -1.086 0.292
H: 0.036 -2.116 -0.928
H: -0.175 -1.324 0.702
H: 2.632 -1.068 0.251
H: 3.557 -0.317 1.409
H: 3.757 0.642 -0.187
H: -1.061 0.358 1.988
H: -1.501 1.276 3.404
O: -1.739 0.573 2.710

Values from the calculation:
2S+1 = 2
E = -1047.17105 Eh
Kohn-Sham gap (spin up / spin down) = 3.2 / 7.7 eV
<S²> = 0.753
LUMO level (spin up / spin down) = 3.6 / 3.6 eV
HOMO (spin up / spin down) = 0.0138 / -0.1507 hartree
energy relative to the best compared isomer or geometry (same formula, charge and spin) = 2.7025 eV
charge = -1

---

No. 2
This record from OMol25 describes a molecular structure, C29H31ClCuN7OSe. The level of theory is ωB97M-V/def2-TZVPD.

Element x y z (Å)
Cu: -1.784 2.825 -0.728
Se: 5.996 2.209 -0.307
N: 4.694 2.030 0.899
C: 3.578 2.354 0.306
C: 2.273 2.302 0.958
C: 2.104 1.909 2.285
C: 0.828 1.832 2.797
C: -0.247 2.132 1.963
N: -0.099 2.507 0.703
C: 1.139 2.617 0.209
C: 1.251 3.094 -1.185
N: 0.114 3.471 -1.782
C: 0.167 3.885 -3.037
C: 1.353 3.942 -3.767
C: 2.530 3.570 -3.154
C: 2.488 3.140 -1.828
C: 3.681 2.747 -1.083
N: 4.880 2.735 -1.596
H: 2.974 1.666 2.880
H: 0.652 1.539 3.824
H: -1.270 2.080 2.318
H: -0.777 4.181 -3.478
H: 1.339 4.283 -4.793
H: 3.480 3.606 -3.671
C: -3.658 3.267 -0.383
H: -3.931 4.220 -0.854
H: -3.882 3.387 0.687
H: -4.360 2.521 -0.773
C: 2.562 -3.318 1.482
C: 1.823 -2.601 0.339
C: 2.355 -3.183 -0.975
C: 2.181 -1.112 0.424
C: 0.279 -2.837 0.475
O: 0.030 -4.233 0.679
C: -0.302 -2.010 1.643
C: -1.655 -2.475 2.219
C: -2.874 -1.872 1.568
C: -3.197 -0.534 1.785
C: -4.272 0.070 1.152
C: -5.055 -0.692 0.296
Cl: -6.407 0.037 -0.508
C: -4.776 -2.031 0.080
C: -3.690 -2.613 0.719
C: -0.518 -2.631 -0.832
N: -0.539 -1.296 -1.399
C: -1.374 -0.286 -1.123
N: -1.052 0.782 -1.825
C: 0.015 0.351 -2.545
N: 0.356 -0.899 -2.329
H: 3.615 -3.033 1.454
H: 2.529 -4.404 1.370
H: 2.186 -3.052 2.472
H: 3.447 -3.173 -0.958
H: 2.031 -2.602 -1.837
H: 2.032 -4.219 -1.099
H: 3.251 -0.989 0.239
H: 1.974 -0.703 1.413
H: 1.651 -0.514 -0.317
H: 0.492 -4.516 1.475
H: -0.370 -0.960 1.341
H: 0.426 -2.029 2.456
H: -1.670 -2.206 3.278
H: -1.716 -3.563 2.173
H: -2.580 0.056 2.454
H: -4.488 1.121 1.288
H: -5.404 -2.610 -0.583
H: -3.473 -3.662 0.550
H: -1.549 -2.911 -0.628
H: -0.136 -3.306 -1.593
H: -2.196 -0.363 -0.429
H: 0.546 0.969 -3.254

Values from the calculation:
E = -6084.33223 Eh
Kohn-Sham gap = 5.4 eV
LUMO level = -1.0 eV
HOMO = -0.2337 hartree
energy relative to the best compared isomer or geometry (same formula, charge and spin) = 0.0518 eV
charge = 0

---

No. 3
This record from OMol25 describes a molecular structure, C4H12IN2S. The level of theory is ωB97M-V/def2-TZVPD.

Element x y z (Å)
C: -1.245 -1.079 -0.924
C: 0.970 -1.300 0.444
C: -0.586 -1.141 0.410
C: 1.927 -0.294 -0.224
N: 1.636 3.032 -0.589
N: -0.859 0.157 1.181
S: 1.467 1.961 0.685
I: 3.951 -0.670 0.070
H: -0.685 -1.660 -1.658
H: -1.370 -0.054 -1.256
H: -2.253 -1.527 -0.768
H: 1.116 -2.229 -0.103
H: 1.132 -1.790 1.408
H: -1.003 -1.998 0.964
H: 1.648 0.141 -1.272
H: 1.015 2.772 -1.308
H: 2.545 3.446 -0.686
H: -1.819 0.300 1.004
H: 0.034 1.135 0.828
H: -0.838 -0.004 2.200

Values from the calculation:
E = -964.64786 Eh
Kohn-Sham gap (spin up / spin down) = 7.9 / 7.9 eV
LUMO level (spin up / spin down) = -4.3 / -4.3 eV
HOMO (spin up / spin down) = -0.4489 / -0.4489 hartree
energy relative to the best compared isomer or geometry (same formula, charge and spin) = 0.5658 eV
charge = +1

---

No. 4
This record from OMol25 describes a single C23H23F3N4O3S molecule. The level of theory is ωB97M-V/def2-TZVPD.

Element x y z (Å)
C: -4.728 -3.277 1.435
C: -3.653 -2.714 0.520
O: -2.436 -2.716 1.244
C: -1.299 -2.289 0.657
C: -1.221 -1.752 -0.626
C: 0.006 -1.380 -1.162
C: 1.183 -1.557 -0.408
C: 1.078 -2.070 0.888
C: -0.134 -2.426 1.421
H: -0.220 -2.829 2.417
H: 1.989 -2.192 1.451
C: 2.467 -1.207 -0.962
N: 3.503 -1.135 -0.223
N: 4.685 -0.787 -0.762
C: 5.692 -0.227 -0.035
O: 6.732 0.093 -0.564
C: 5.406 -0.044 1.448
C: 4.032 0.498 1.676
C: 3.180 0.124 2.665
S: 1.653 0.911 2.493
C: 2.293 1.698 1.061
N: 3.525 1.415 0.806
N: 1.621 2.605 0.296
C: 0.273 2.810 0.112
C: -0.713 2.001 0.678
C: -2.046 2.298 0.449
C: -2.434 3.372 -0.340
C: -1.451 4.158 -0.919
C: -0.119 3.882 -0.699
H: 0.642 4.501 -1.154
H: -1.731 4.993 -1.543
H: -3.480 3.582 -0.497
C: -3.122 1.431 1.035
F: -4.072 2.143 1.664
F: -2.679 0.525 1.910
F: -3.773 0.733 0.073
H: -0.454 1.142 1.273
H: 2.236 3.116 -0.324
H: 3.335 -0.576 3.459
H: 6.166 0.637 1.838
H: 5.504 -1.006 1.952
H: 4.785 -0.744 -1.780
H: 2.505 -0.988 -2.034
O: 0.175 -0.849 -2.404
C: -0.932 -0.613 -3.251
C: -1.691 0.661 -2.896
H: -2.171 0.577 -1.926
H: -2.453 0.852 -3.647
H: -1.006 1.505 -2.865
H: -1.603 -1.480 -3.265
H: -0.487 -0.511 -4.246
H: -2.122 -1.626 -1.202
H: -3.552 -3.336 -0.381
H: -3.917 -1.695 0.215
H: -4.468 -4.287 1.738
H: -4.813 -2.659 2.324
H: -5.683 -3.292 0.917

Values from the calculation:
SMILES string = CCOc1ccc(/C=N/NC(=O)Cc2csc(Nc3cccc(C(F)(F)F)c3)n2)c(OCC)c1
E = -2032.79483 Eh
Kohn-Sham gap = 8.3 eV
LUMO level = 0.5 eV
HOMO = -0.2843 hartree
energy relative to the best compared isomer or geometry (same formula, charge and spin) = 0.7728 eV
charge = 0

---

No. 5
This record from OMol25 describes a molecular structure, C29H35N2O4PPd. The level of theory is ωB97M-V/def2-TZVPD.

Element x y z (Å)
Pd: 0.395 0.063 -0.185
O: -1.482 3.773 1.175
C: -0.683 2.788 0.793
O: -1.124 1.688 0.529
C: 0.753 3.145 0.737
C: 1.192 4.415 1.049
C: 2.558 4.653 1.030
C: 3.401 3.612 0.717
C: 2.873 2.351 0.411
N: 1.560 2.125 0.414
C: 3.875 1.234 0.047
O: 5.017 1.642 -0.211
O: 3.403 0.079 -0.017
H: -2.384 3.422 1.207
H: 0.477 5.185 1.299
H: 2.949 5.640 1.243
H: 4.474 3.729 0.674
C: 3.584 -1.138 2.850
C: 2.083 -1.442 2.943
C: 1.872 -2.673 3.836
P: 1.198 -1.536 1.299
C: -0.368 -2.418 1.818
C: -1.268 -2.717 0.620
C: -1.132 -1.523 2.808
C: 1.992 -2.695 0.158
C: 2.785 -3.784 0.504
C: 3.395 -4.578 -0.455
C: 4.289 -5.733 -0.070
C: 3.173 -4.252 -1.792
C: 2.391 -3.175 -2.163
C: 1.815 -2.351 -1.187
N: 1.036 -1.261 -1.489
C: 1.009 -0.486 -2.651
C: 2.149 -0.082 -3.372
C: 3.550 -0.274 -2.850
C: 1.974 0.579 -4.585
C: 0.725 0.892 -5.093
C: 0.565 1.577 -6.424
C: -0.395 0.580 -4.319
C: -0.272 -0.079 -3.114
C: -1.480 -0.352 -2.242
H: 4.028 -1.269 3.841
H: 3.781 -0.125 2.521
H: 4.088 -1.805 2.152
H: 1.600 -0.591 3.432
H: 2.361 -3.557 3.429
H: 0.828 -2.912 4.017
H: 2.331 -2.462 4.803
H: -0.103 -3.370 2.277
H: -1.688 -1.794 0.225
H: -2.103 -3.344 0.946
H: -0.737 -3.237 -0.179
H: -1.261 -0.529 2.370
H: -0.624 -1.405 3.767
H: -2.126 -1.931 3.001
H: 2.948 -4.024 1.548
H: 4.229 -5.934 0.999
H: 5.332 -5.513 -0.311
H: 4.012 -6.643 -0.605
H: 3.640 -4.857 -2.563
H: 2.237 -2.939 -3.209
H: 3.585 -0.822 -1.915
H: 3.998 0.704 -2.660
H: 4.177 -0.782 -3.587
H: 2.860 0.870 -5.142
H: 1.531 1.854 -6.844
H: -0.044 2.478 -6.329
H: 0.061 0.918 -7.135
H: -1.383 0.860 -4.672
H: -2.349 0.216 -2.570
H: -1.218 -0.042 -1.216
H: -1.723 -1.414 -2.218

Values from the calculation:
E = -2005.79692 Eh
Kohn-Sham gap = 6.0 eV
LUMO level = -0.9 eV
HOMO = -0.2531 hartree
energy relative to the best compared isomer or geometry (same formula, charge and spin) = 0.6821 eV
charge = 0

---

- Look up the E of the first one.
  -1047.17105 Eh

---

- E of number 5 (C29H35N2O4PPd)?
  -2005.79692 Eh

---

- Which value of charge does entry 1 give?
  -1

---

- Which value of E does entry 4 give?
  -2032.79483 Eh